No. 1
{
  "formula": "C29H41N3O2PSV",
  "method": "ωB97M-V with the def2-TZVPD basis set",
  "total_charge": 2,
  "homo_energy_ev": [-14.209, -14.232],
  "s_squared": 2.02,
  "lumo_energy_ev": [-5.2, -4.6],
  "multiplicity": 3,
  "symbols": ["V", "N", "C", "O", "C", "C", "H", "H", "H", "H", "H", "H", "C", "C", "N", "C", "C", "C", "C", "N", "H", "H", "H", "H", "H", "H", "H", "H", "H", "H", "H", "H", "H", "H", "O", "P", "C", "C", "C", "C", "C", "C", "C", "C", "C", "C", "C", "C", "C", "C", "C", "C", "C", "C", "H", "H", "H", "H", "H", "H", "H", "H", "H", "H", "H", "H", "H", "H", "H", "C", "S", "C", "H", "H", "H", "H", "H", "H"],
  "xyz": [[-0.449, 1.258, -0.070], [1.315, 4.085, 2.303], [0.678, 3.388, 1.377], [0.541, 2.144, 1.488], [0.086, 4.089, 0.191], [-0.090, 3.078, -0.947], [1.693, 3.617, 3.112], [1.446, 5.079, 2.218], [0.677, 4.966, -0.084], [-0.890, 4.466, 0.515], [0.860, 2.931, -1.479], [-0.826, 3.428, -1.670], [-5.476, 0.773, 0.557], [-4.970, 1.822, 1.543], [-3.940, 1.327, 2.468], [-4.386, 1.055, 3.843], [-5.212, -0.217, 3.954], [-2.693, 1.125, 2.061], [-1.694, 0.557, 3.027], [-2.297, 1.388, 0.825], [-6.232, 1.216, -0.089], [-5.926, -0.068, 1.081], [-4.682, 0.381, -0.081], [-5.797, 2.173, 2.156], [-4.585, 2.703, 1.021], [-4.973, 1.916, 4.164], [-3.522, 1.006, 4.498], [-6.134, -0.147, 3.378], [-5.487, -0.384, 4.995], [-4.649, -1.084, 3.605], [-2.082, -0.348, 3.492], [-1.469, 1.273, 3.818], [-0.767, 0.321, 2.513], [-3.046, 1.680, 0.212], [0.842, -0.177, -0.299], [2.015, -1.066, -0.709], [2.222, -1.059, -2.486], [1.727, -2.103, -3.266], [1.815, -2.027, -4.649], [2.401, -0.919, -5.247], [2.907, 0.117, -4.470], [2.818, 0.051, -3.089], [3.535, -0.485, 0.030], [4.770, -0.737, -0.563], [5.933, -0.353, 0.085], [5.863, 0.281, 1.319], [4.632, 0.537, 1.907], [3.463, 0.155, 1.267], [1.686, -2.739, -0.165], [2.706, -3.689, -0.191], [2.438, -4.994, 0.187], [1.158, -5.350, 0.595], [0.144, -4.403, 0.632], [0.406, -3.094, 0.253], [1.295, -2.978, -2.796], [1.441, -2.839, -5.257], [2.478, -0.868, -6.325], [3.381, 0.968, -4.941], [3.224, 0.848, -2.476], [4.827, -1.220, -1.532], [6.893, -0.545, -0.374], [6.773, 0.576, 1.823], [4.586, 1.026, 2.870], [2.499, 0.355, 1.719], [3.706, -3.411, -0.500], [3.227, -5.733, 0.169], [0.953, -6.369, 0.893], [-0.848, -4.684, 0.958], [-0.377, -2.347, 0.290], [-0.766, 0.806, -3.577], [-1.786, 0.623, -2.100], [-2.030, -1.165, -2.098], [-1.363, 0.545, -4.449], [0.110, 0.165, -3.509], [-0.464, 1.848, -3.647], [-1.069, -1.675, -2.076], [-2.588, -1.449, -2.987], [-2.611, -1.420, -1.214]]
}



No. 2
{
  "formula": "C29H42BrCl2NORuS3Si2Te",
  "method": "ωB97M-V with the def2-TZVPD basis set",
  "total_charge": 1,
  "homo_energy_ev": [-10.299, -10.371],
  "s_squared": 0.76,
  "lumo_energy_ev": [-3.0, -3.9],
  "multiplicity": 2,
  "symbols": ["Ru", "C", "C", "S", "C", "C", "S", "C", "C", "S", "H", "H", "H", "H", "H", "H", "H", "H", "H", "H", "H", "H", "Cl", "C", "C", "C", "Cl", "C", "C", "C", "C", "N", "C", "C", "O", "H", "H", "H", "H", "C", "Si", "C", "C", "C", "Te", "C", "Si", "C", "C", "C", "H", "H", "H", "H", "H", "H", "H", "H", "H", "H", "H", "H", "H", "H", "H", "H", "H", "H", "H", "H", "H", "H", "Br", "C", "C", "C", "C", "C", "C", "H", "H", "H", "H"],
  "xyz": [[-0.004, -0.038, 0.416], [3.523, 1.904, 1.496], [3.409, 0.476, 2.013], [1.904, -0.528, 1.720], [1.096, -0.561, 3.309], [0.374, 0.731, 3.680], [-0.668, 1.346, 2.308], [-0.189, 3.097, 2.217], [1.119, 3.315, 1.471], [2.641, 3.181, 2.440], [3.244, 1.971, 0.445], [4.576, 2.182, 1.558], [3.555, 0.449, 3.093], [4.202, -0.121, 1.562], [1.789, -0.853, 4.101], [0.401, -1.370, 3.172], [1.084, 1.527, 3.880], [-0.248, 0.585, 4.562], [-0.184, 3.461, 3.246], [-1.003, 3.616, 1.713], [1.104, 4.287, 0.977], [1.210, 2.550, 0.706], [-0.830, -3.506, -2.930], [-1.228, -1.832, -3.041], [-1.820, -1.327, -4.217], [-2.133, 0.003, -4.323], [-2.860, 0.606, -5.774], [-1.858, 0.887, -3.250], [-2.099, 2.283, -3.257], [-1.745, 3.024, -2.158], [-1.157, 2.380, -1.053], [-0.953, 1.087, -1.018], [-1.280, 0.342, -2.095], [-0.954, -1.010, -1.969], [-0.424, -1.433, -0.828], [-2.025, -2.001, -5.037], [-2.546, 2.747, -4.126], [-1.897, 4.094, -2.123], [-0.838, 2.947, -0.191], [-0.219, -4.747, 3.616], [-0.306, -4.813, 1.746], [-0.638, -6.571, 1.208], [1.269, -4.204, 0.979], [-1.752, -3.795, 1.080], [-2.093, -1.729, 1.518], [-2.509, -1.984, 3.605], [-4.181, -1.238, 4.095], [-4.311, -1.365, 5.954], [-4.235, 0.556, 3.569], [-5.518, -2.219, 3.243], [0.609, -5.371, 3.961], [-1.133, -5.140, 4.069], [-0.053, -3.746, 4.011], [0.194, -7.222, 1.491], [-0.761, -6.635, 0.125], [-1.543, -6.973, 1.670], [2.145, -4.643, 1.466], [1.365, -3.130, 1.047], [1.288, -4.477, -0.084], [-2.702, -4.254, 1.369], [-1.715, -3.809, -0.014], [-1.701, -1.596, 4.216], [-2.528, -3.068, 3.758], [-3.509, -0.814, 6.452], [-4.257, -2.404, 6.286], [-5.259, -0.950, 6.305], [-3.537, 1.169, 4.145], [-5.238, 0.961, 3.732], [-3.999, 0.681, 2.510], [-5.534, -3.253, 3.598], [-5.378, -2.236, 2.160], [-6.500, -1.784, 3.441], [5.614, 0.937, -3.189], [4.015, 0.709, -2.210], [3.490, -0.567, -2.021], [2.314, -0.725, -1.299], [1.656, 0.367, -0.756], [2.174, 1.634, -0.984], [3.355, 1.821, -1.698], [3.991, -1.433, -2.434], [1.918, -1.725, -1.170], [1.660, 2.526, -0.642], [3.746, 2.817, -1.865]]
}



No. 3
{
  "formula": "C29H42N2O6",
  "method": "ωB97M-V with the def2-TZVPD basis set",
  "total_charge": 0,
  "homo_energy_ev": -8.158,
  "smiles": "CCO[C@H]1OC(C(=O)N2CCN(Cc3ccc4c(c3)OCO4)CC2)=C[C@@H](C2CCCCC2)[C@@H]1CCCO",
  "lumo_energy_ev": 0.6,
  "symbols": ["C", "C", "H", "H", "O", "C", "C", "H", "C", "H", "C", "C", "H", "O", "H", "H", "H", "H", "H", "C", "C", "C", "O", "C", "O", "N", "C", "H", "C", "N", "C", "C", "C", "C", "C", "C", "C", "H", "O", "C", "O", "H", "H", "H", "H", "H", "H", "C", "C", "H", "H", "H", "H", "H", "H", "H", "H", "H", "C", "C", "H", "C", "C", "C", "C", "H", "H", "H", "H", "H", "H", "H", "H", "H", "H", "H", "H", "H", "H"],
  "xyz": [[-1.277, -3.713, 1.939], [-0.677, -2.332, 1.743], [0.041, -2.343, 0.912], [-0.149, -2.001, 2.650], [-1.733, -1.429, 1.460], [-1.361, -0.090, 1.381], [-2.627, 0.764, 1.218], [-3.284, 0.502, 2.051], [-2.264, 2.251, 1.307], [-1.830, 2.558, 0.351], [-3.470, 3.124, 1.652], [-3.119, 4.615, 1.674], [-3.948, 5.185, 2.101], [-2.922, 5.160, 0.393], [-2.229, 4.661, -0.055], [-2.229, 4.776, 2.301], [-3.848, 2.842, 2.636], [-4.270, 2.972, 0.926], [-1.499, 2.391, 2.076], [-3.304, 0.428, -0.123], [-2.250, 0.250, -1.167], [-0.942, 0.142, -0.920], [-0.421, 0.140, 0.357], [-0.017, 0.060, -2.094], [-0.486, 0.282, -3.204], [1.284, -0.288, -1.961], [2.080, -0.492, -0.775], [1.463, -0.469, 0.116], [3.158, 0.590, -0.686], [3.997, 0.541, -1.868], [5.128, 1.447, -1.769], [6.090, 0.990, -0.705], [6.599, 1.874, 0.231], [7.501, 1.471, 1.214], [7.864, 0.148, 1.222], [7.351, -0.753, 0.286], [6.469, -0.357, -0.686], [6.067, -1.049, -1.406], [7.872, -1.998, 0.523], [8.737, -1.853, 1.628], [8.719, -0.512, 2.067], [8.405, -2.513, 2.446], [9.762, -2.131, 1.333], [7.897, 2.163, 1.938], [6.293, 2.910, 0.203], [4.810, 2.485, -1.568], [5.641, 1.436, -2.737], [3.191, 0.774, -3.052], [2.116, -0.306, -3.150], [1.476, -0.135, -4.016], [2.594, -1.287, -3.228], [3.836, 0.723, -3.932], [2.707, 1.767, -3.030], [3.783, 0.411, 0.192], [2.671, 1.576, -0.574], [2.572, -1.469, -0.857], [-2.551, 0.263, -2.202], [-3.908, 1.289, -0.434], [-4.271, -0.776, -0.008], [-4.600, -1.397, -1.367], [-5.066, -0.646, -2.010], [-5.546, -2.583, -1.201], [-6.835, -2.160, -0.504], [-6.515, -1.531, 0.847], [-5.575, -0.343, 0.668], [-6.067, 0.412, 0.050], [-5.370, 0.107, 1.641], [-7.436, -1.204, 1.336], [-6.040, -2.275, 1.491], [-7.489, -3.024, -0.370], [-7.363, -1.434, -1.126], [-5.775, -3.010, -2.180], [-5.053, -3.355, -0.606], [-3.683, -1.737, -1.851], [-3.785, -1.536, 0.608], [-0.813, 0.201, 2.299], [-1.988, -3.696, 2.761], [-1.797, -4.020, 1.036], [-0.491, -4.429, 2.160]]
}



No. 4
{
  "formula": "C29H42N5O2SSi3Yb",
  "method": "ωB97M-V with the def2-TZVPD basis set",
  "total_charge": 0,
  "homo_energy_ev": [-8.061, -8.048],
  "s_squared": 0.75,
  "lumo_energy_ev": [0.5, 0.2],
  "multiplicity": 2,
  "symbols": ["Yb", "C", "C", "C", "C", "C", "H", "H", "H", "H", "H", "N", "C", "C", "C", "C", "C", "C", "S", "O", "O", "N", "C", "N", "C", "C", "C", "N", "H", "H", "H", "H", "H", "H", "H", "H", "H", "C", "Si", "C", "C", "C", "Si", "C", "C", "C", "Si", "C", "C", "C", "C", "C", "C", "C", "N", "H", "H", "H", "H", "H", "H", "H", "H", "H", "H", "H", "H", "H", "H", "H", "H", "H", "H", "H", "H", "H", "H", "H", "H", "H", "H", "H", "H"],
  "xyz": [[-0.020, -0.876, -1.266], [-0.465, -2.759, -3.129], [0.367, -3.500, -2.271], [1.652, -2.937, -2.307], [1.628, -1.834, -3.188], [0.313, -1.725, -3.714], [-1.477, -3.038, -3.397], [0.079, -4.399, -1.746], [2.539, -3.365, -1.862], [2.500, -1.320, -3.570], [0.039, -1.144, -4.589], [-3.016, -1.600, 6.133], [-2.765, -1.893, 4.816], [-1.817, -2.868, 4.480], [-1.558, -3.164, 3.159], [-2.229, -2.483, 2.154], [-3.210, -1.559, 2.471], [-3.491, -1.275, 3.793], [-1.543, -2.658, 0.520], [-1.613, -4.020, 0.079], [-2.152, -1.667, -0.384], [-0.052, -2.062, 0.586], [1.093, -2.559, 1.044], [2.167, -1.931, 0.498], [3.356, -2.284, 0.946], [3.532, -3.264, 1.914], [2.374, -3.857, 2.389], [1.168, -3.522, 1.969], [-2.300, -1.882, 6.782], [-3.461, -0.721, 6.337], [-1.279, -3.384, 5.263], [-0.795, -3.878, 2.888], [-3.732, -1.046, 1.678], [-4.247, -0.542, 4.036], [4.198, -1.752, 0.519], [4.509, -3.543, 2.271], [2.414, -4.633, 3.144], [0.472, 3.238, 2.266], [0.693, 1.482, 1.502], [-0.658, 0.460, 2.395], [2.394, 0.959, 2.204], [0.511, 1.407, -0.392], [2.086, 1.968, -1.305], [3.480, 0.657, -1.197], [1.677, 2.179, -3.170], [2.912, 3.581, -0.673], [-1.046, 2.345, -0.902], [-1.022, 4.262, -0.946], [-2.654, 1.832, 0.020], [-1.509, 1.793, -2.680], [-1.765, 2.657, -3.738], [-2.252, 2.173, -4.938], [-2.571, 0.826, -5.013], [-2.273, 0.020, -3.927], [-1.703, 0.470, -2.807], [0.759, 3.239, 3.315], [-0.559, 3.577, 2.212], [1.093, 3.973, 1.769], [-1.227, 1.072, 3.092], [-0.236, -0.365, 2.958], [-1.353, 0.022, 1.690], [2.343, 0.882, 3.287], [3.162, 1.686, 1.963], [2.701, -0.002, 1.812], [3.061, -0.348, -1.213], [4.043, 0.765, -0.276], [4.186, 0.747, -2.018], [1.168, 1.292, -3.548], [2.564, 2.329, -3.776], [1.022, 3.026, -3.337], [3.276, 3.431, 0.338], [2.219, 4.413, -0.650], [3.764, 3.871, -1.281], [-0.714, 4.649, 0.017], [-1.991, 4.696, -1.174], [-0.314, 4.631, -1.679], [-2.626, 2.107, 1.069], [-2.784, 0.752, -0.043], [-3.544, 2.287, -0.412], [-1.561, 3.708, -3.619], [-2.405, 2.825, -5.786], [-3.017, 0.410, -5.904], [-2.506, -1.038, -3.952]]
}



Calculated values (Eh) of calculated total energy for the records, taken in order: -3127.62374 -6890.93256 -1691.18314 -3980.05187.
Calculated values (kJ/mol) of ΔE to the lowest compared entry with this formula, charge and spin for the records, taken in order: 0.0 126.0 5.3 119.6.